Entry 1:
Below is a cluster of 3 separate species, C3H12N2O in total, with properties calculated with ωB97M-V with the def2-TZVPD basis set.

Atoms and positions in Å:
1 H -1.387 -2.532 -2.509
2 H 3.269 -1.045 0.627
3 H -1.626 0.599 1.279
4 H 2.758 -1.554 2.158
5 N -0.742 1.037 1.084
6 H -1.836 -0.740 -4.902
7 H 3.804 -0.363 2.105
8 H 0.503 2.603 1.613
9 H -0.348 -1.719 -4.432
10 N 3.509 -1.183 1.595
11 H -1.243 2.960 1.632
12 C -1.874 -1.696 -3.013
13 C -0.485 2.207 1.840
14 C -1.330 -1.357 -4.175
15 O -0.593 1.995 3.269
16 H -2.586 -1.178 -2.393
17 H -0.009 0.457 0.723
18 H 0.215 1.510 3.498

E_LUMO: 0.5 eV
Relative energy (zero: lowest compared OMol25 entry of this formula, charge and spin): 165.6 kJ/mol
Net charge: 0
Kohn-Sham gap: 9.93 eV
HOMO energy: -9.416 eV
Multiplicity: 1
SMILES: C=C.NCO.N

---

Entry 2:
Below is a cluster of 2 separate species, C3H12N2O in total, with properties calculated with ωB97M-V with the def2-TZVPD basis set.

Atoms and positions in Å:
1 H -1.421 0.258 -0.036
2 O 0.655 5.330 -1.468
3 H 1.485 0.923 -0.046
4 N -1.132 -2.877 0.851
5 C -0.414 -2.269 -0.341
6 H -1.201 -1.888 -1.045
7 C -0.491 0.171 0.515
8 H -1.994 -3.241 0.462
9 H 1.521 5.560 -1.244
10 H 0.901 -0.653 -0.727
11 C 0.345 -1.117 0.145
12 H -0.724 -3.776 1.252
13 H 1.144 -1.354 0.946
14 H -0.732 0.413 1.596
15 H 0.270 -2.891 -0.965
16 N 0.537 1.280 0.176
17 H 0.554 4.461 -1.131
18 H 0.699 1.670 1.059

E_LUMO (spin up / spin down): -3.6 / -9.4 eV
Relative energy (zero: lowest compared OMol25 entry of this formula, charge and spin): 234.3 kJ/mol
Net charge: +1
Kohn-Sham gap (spin up / spin down): 10.32 / 4.35 eV
HOMO energy (spin up / spin down): -13.916 / -13.786 eV
Multiplicity: 2

---

Entry 3:
Below is a cluster of 2 separate species, C3H12N2O in total, with properties calculated with ωB97M-V with the def2-TZVPD basis set.

Atoms and positions in Å:
1 N 0.324 -0.868 -0.466
2 H 2.340 -1.139 0.245
3 H -2.502 0.680 0.699
4 C 1.495 -1.741 -0.109
5 H 1.437 0.629 -1.459
6 H 0.186 1.534 1.605
7 N -0.429 1.229 0.879
8 H -2.204 2.002 1.945
9 H -0.310 0.790 -1.691
10 H -1.630 0.325 2.256
11 C -1.813 1.081 1.463
12 C 0.558 0.074 -1.780
13 H -0.394 -1.512 -0.933
14 H 1.093 -2.370 0.684
15 H 1.798 -2.349 -0.970
16 H -0.106 0.223 0.410
17 O 0.575 -0.568 -2.915
18 H -0.420 1.981 0.137

E_LUMO (spin up / spin down): -3.3 / -6.3 eV
Relative energy (zero: lowest compared OMol25 entry of this formula, charge and spin): 90.7 kJ/mol
Net charge: +1
Kohn-Sham gap (spin up / spin down): 11.29 / 8.10 eV
HOMO energy (spin up / spin down): -14.582 / -14.359 eV
Multiplicity: 2

---

Entry 4:
Below is a cluster of 2 separate species, C3H12N2O in total, with properties calculated with ωB97M-V with the def2-TZVPD basis set.

Atoms and positions in Å:
1 H -1.024 2.422 0.592
2 H -1.316 -0.038 -0.488
3 H -1.479 -0.023 1.236
4 H 0.003 1.582 -1.637
5 O 0.757 -0.694 -2.379
6 H 0.679 2.846 -1.016
7 C -0.275 1.624 0.382
8 H 0.456 1.709 1.199
9 H -0.334 -1.843 2.143
10 C -0.081 -2.094 1.099
11 H 1.180 -0.466 0.779
12 H 1.261 0.022 -1.971
13 C -0.739 0.196 0.432
14 H -0.968 -2.451 0.555
15 H 0.274 -1.063 -1.634
16 N 0.547 1.860 -0.813
17 N 0.280 -0.833 0.457
18 H 0.780 -2.756 1.064

E_LUMO (spin up / spin down): -3.2 / -8.4 eV
Relative energy (zero: lowest compared OMol25 entry of this formula, charge and spin): 77.6 kJ/mol
Net charge: +1
Kohn-Sham gap (spin up / spin down): 11.27 / 5.93 eV
HOMO energy (spin up / spin down): -14.493 / -14.363 eV
Multiplicity: 2

---

Entry 5:
Below is a cluster of 3 separate species, C3H12N2O2 in total, with properties calculated with ωB97M-V with the def2-TZVPD basis set.

Atoms and positions in Å:
1 H -2.491 -0.880 2.709
2 C 0.677 -1.207 0.032
3 H 1.273 -1.631 0.862
4 N 0.747 0.078 -0.119
5 H 3.025 1.140 -0.293
6 O 3.804 1.688 -0.265
7 H -0.650 2.794 -1.391
8 H -1.841 1.570 -1.367
9 C -0.831 1.776 -1.008
10 H -0.965 1.915 0.054
11 C 0.203 0.645 -1.325
12 H -1.273 -1.643 -0.511
13 H -0.417 -2.997 0.003
14 H -0.263 -0.138 -1.904
15 H -3.052 -1.955 3.729
16 H 1.094 0.997 -1.924
17 N -0.359 -2.031 -0.306
18 H 4.617 1.105 -0.127
19 O -3.298 -1.224 3.150

E_LUMO (spin up / spin down): 3.7 / 3.6 eV
Relative energy (zero: lowest compared OMol25 entry of this formula, charge and spin): 84.5 kJ/mol
Net charge: -1
Kohn-Sham gap (spin up / spin down): 2.96 / 8.48 eV
HOMO energy (spin up / spin down): 0.699 / -4.926 eV
Multiplicity: 2

---

Entry 6:
Below is a cluster of 3 separate species, C3H12N2O2 in total, with properties calculated with ωB97M-V with the def2-TZVPD basis set.

Atoms and positions in Å:
1 H 1.056 -1.615 -1.753
2 H -2.122 -0.797 0.837
3 H 0.168 0.231 3.238
4 H -0.133 1.954 0.493
5 H 3.044 -0.012 0.941
6 H -0.461 -2.393 -1.798
7 N -0.937 1.856 -0.075
8 H -0.099 -0.085 1.647
9 C -0.659 -0.442 -0.808
10 N -1.262 -1.185 0.337
11 C -0.543 0.906 -1.055
12 O 2.703 0.882 1.116
13 H -1.640 -2.141 0.190
14 H 0.051 1.269 -1.890
15 H -0.141 -0.983 -2.822
16 H -1.144 2.776 -0.506
17 H 1.791 0.730 1.415
18 C -0.048 -1.398 -1.815
19 O 0.375 0.446 2.310

E_LUMO: 0.7 eV
Relative energy (zero: lowest compared OMol25 entry of this formula, charge and spin): 170.5 kJ/mol
Net charge: 0
Kohn-Sham gap: 8.96 eV
HOMO energy: -8.249 eV
Multiplicity: 1
SMILES: C/C(N)=C/N.O.O

---

Entry 7:
Below is a cluster of 2 separate species, C3H12N2O2 in total, with properties calculated with ωB97M-V with the def2-TZVPD basis set.

Atoms and positions in Å:
1 H 2.356 0.250 -1.121
2 H -1.328 -1.680 0.571
3 N 1.894 0.272 0.934
4 H 2.764 -1.183 -0.435
5 O -1.275 0.276 1.037
6 H 0.797 -2.000 -0.408
7 C -1.553 -0.730 0.054
8 C -0.573 -0.653 -1.141
9 H 1.880 -0.419 1.673
10 H -1.217 2.031 0.670
11 H 1.059 0.829 0.982
12 N 0.772 -1.100 -0.867
13 H -1.077 -1.366 -1.835
14 H -1.504 0.112 1.955
15 H -0.473 0.296 -1.670
16 H -1.123 3.147 -0.353
17 C 1.972 -0.386 -0.331
18 H -2.605 -0.577 -0.219
19 O -0.763 2.881 0.503

E_LUMO: 0.5 eV
Relative energy (zero: lowest compared OMol25 entry of this formula, charge and spin): 176.4 kJ/mol
Net charge: 0
Kohn-Sham gap: 8.96 eV
HOMO energy: -8.457 eV
Multiplicity: 1
SMILES: NCNCCO.O

---

Entry 8:
Below is a cluster of 3 separate species, C3H12N2O2 in total, with properties calculated with ωB97M-V with the def2-TZVPD basis set.

Atoms and positions in Å:
1 H 1.515 -3.078 3.846
2 H 1.429 -3.194 2.070
3 H 0.334 0.031 -1.218
4 H 2.188 2.700 -4.392
5 H -1.969 3.305 -1.799
6 H 0.047 -3.805 2.860
7 N -0.419 -0.544 -0.613
8 H -0.161 -1.442 4.019
9 N -0.553 -1.206 1.720
10 H 1.319 2.605 -5.755
11 H -1.506 -1.530 1.642
12 H 1.030 -0.883 2.990
13 C 0.223 -1.595 2.904
14 O 1.880 3.185 -5.185
15 C 0.784 -3.034 2.919
16 O -2.284 2.787 -1.045
17 C 0.153 -0.682 0.585
18 H 1.128 -0.288 0.881
19 H -2.285 1.918 -1.496

E_LUMO: 0.5 eV
Relative energy (zero: lowest compared OMol25 entry of this formula, charge and spin): 213.0 kJ/mol
Net charge: 0
Kohn-Sham gap: 9.45 eV
HOMO energy: -8.982 eV
Multiplicity: 1
SMILES: [H]/N=C/NCC.O.O

---

Entry 9:
Below is a cluster of 3 separate species, C3H12N2O2 in total, with properties calculated with ωB97M-V with the def2-TZVPD basis set.

Atoms and positions in Å:
1 C -1.033 -1.179 0.456
2 C -0.098 1.908 -1.060
3 H 0.762 2.455 -1.480
4 H -3.223 1.591 -0.144
5 H -0.562 2.537 -0.317
6 H -2.049 -1.543 0.572
7 H 4.323 -2.156 1.313
8 H -4.090 0.833 -1.100
9 H 4.194 -0.767 1.874
10 N -0.062 -2.182 0.592
11 H 1.157 0.748 0.187
12 H 0.907 -1.948 0.404
13 N -0.879 0.028 0.127
14 H 0.648 -0.224 -1.208
15 C 0.335 0.562 -0.512
16 O -4.153 1.538 -0.470
17 H -0.173 -2.703 1.433
18 O 4.732 -1.291 1.272
19 H -0.735 1.791 -1.940

E_LUMO: 0.3 eV
Relative energy (zero: lowest compared OMol25 entry of this formula, charge and spin): 138.8 kJ/mol
Net charge: 0
Kohn-Sham gap: 9.61 eV
HOMO energy: -9.307 eV
Multiplicity: 1
SMILES: CC/N=C\N.O.O

---

Entry 10:
Below is a cluster of 2 separate species, C3H12N2O2 in total, with properties calculated with ωB97M-V with the def2-TZVPD basis set.

Atoms and positions in Å:
1 C 0.500 -0.620 0.444
2 H 1.050 1.660 -1.012
3 H 0.352 0.786 2.101
4 H 2.222 0.649 0.636
5 N 1.639 0.893 -1.324
6 O -1.512 0.029 1.602
7 H -2.463 0.218 -1.920
8 C 1.794 0.018 -0.162
9 C -0.217 0.500 1.209
10 H 1.204 -1.365 2.187
11 H -0.510 1.292 0.522
12 H -2.959 1.522 -2.532
13 H 1.085 0.407 -2.024
14 H 2.515 -0.747 -0.476
15 N 0.818 -1.709 1.332
16 H -0.163 -0.964 -0.359
17 H -1.418 -0.689 2.204
18 O -2.448 0.743 -2.715
19 H 1.058 -2.562 0.871

E_LUMO: 0.8 eV
Relative energy (zero: lowest compared OMol25 entry of this formula, charge and spin): 134.9 kJ/mol
Net charge: 0
Kohn-Sham gap: 9.54 eV
HOMO energy: -8.773 eV
Multiplicity: 1
SMILES: NC[C@@H](N)CO.O